ORCA calculation (the ωB97M-V functional and the def2-TZVPD basis) on a 10-piece molecular cluster, H18NO12 overall in a non-equilibrium geometry.

Element x y z (Å)
O 1.132 -2.646 0.156
O -0.043 1.269 1.170
O -0.948 1.326 -3.576
O -0.923 -0.978 -2.146
O 0.126 0.680 3.745
O -1.771 -0.925 0.419
O -2.710 0.023 3.201
O 0.166 1.502 -0.941
O 2.955 -0.885 2.310
O 1.399 0.114 0.054
O 1.610 -0.724 -2.521
O -2.216 2.683 -1.002
N 0.542 1.009 0.143
H -2.008 0.324 2.616
H 1.620 -3.119 -0.488
H -0.993 -1.245 0.853
H -1.106 -0.134 -2.547
H 0.252 1.131 2.886
H -1.467 -0.850 -0.505
H -2.419 2.723 -0.032
H 2.581 -0.332 1.634
H 0.002 -0.230 3.375
H -0.465 1.065 -4.354
H 0.014 -1.115 -2.205
H -0.353 1.883 -3.070
H 1.401 -1.758 0.051
H 3.252 -1.694 1.876
H 2.299 -1.340 -2.290
H -1.278 2.443 -0.986
H -2.234 -0.142 4.011
H 1.584 -0.055 -1.838

Force components x, y, z for each atom (eV/Å):
-0.828 -1.262 1.103
0.166 0.781 0.883
-0.495 0.353 -0.147
-1.585 -1.131 0.534
-0.111 -1.136 -0.851
-0.580 0.343 -0.032
-0.286 -0.083 -0.049
0.739 0.748 -0.087
0.751 -0.624 0.826
1.442 -0.274 0.894
0.412 -0.275 -1.323
-0.632 0.582 1.412
-1.517 -0.526 -1.976
-0.158 0.039 -0.397
0.552 -0.897 -0.977
0.595 -0.502 0.520
0.001 0.687 -0.402
0.043 0.061 0.576
-0.193 -0.144 -0.321
0.143 -0.158 -1.352
-0.527 0.343 -0.721
0.362 0.869 0.811
0.334 -0.168 -0.351
0.731 -0.036 -0.227
0.144 0.064 0.228
0.181 1.956 -0.043
-0.268 0.231 -0.019
0.377 -0.101 0.197
-0.003 -0.270 0.060
0.136 0.100 0.427
0.074 0.431 0.805

Values from the calculation:
- calculated total energy (hartree) = -968.41588
- frontier orbital gap (Ha) = 0.352
- total charge = -1
- energy relative to the best compared isomer or geometry (same formula, charge and spin) (eV) = 1.509
- E_LUMO (eV) = 2.61
- 2S+1 = 1
- E_HOMO (eV) = -7.0


ORCA calculation (the ωB97M-V functional and the def2-TZVPD basis) on one molecule with the formula C3H3NO3 in a non-equilibrium geometry.

Element x y z (Å)
O 0.004 -0.239 -3.302
O -1.768 -0.034 0.375
O -3.394 -0.238 1.748
N -2.214 -0.294 1.680
C 0.129 0.215 -2.219
C -0.393 -0.330 0.095
C 0.299 0.579 -0.981
H 0.873 1.508 -0.934
H -0.014 -0.166 1.064
H -0.168 -1.369 -0.335

Force components x, y, z for each atom (eV/Å):
0.217 1.234 2.116
-1.374 -0.014 -1.766
1.857 0.111 -0.386
-0.770 -0.186 0.195
-0.358 -1.949 -2.921
1.001 -0.040 -1.248
-0.833 0.229 1.080
-0.383 -0.256 0.827
1.706 -0.274 0.906
-1.064 1.145 1.197

Values from the calculation:
- calculated total energy (hartree) = -396.43807
- frontier orbital gap (Ha) = 0.360
- total charge = 0
- energy relative to the best compared isomer or geometry (same formula, charge and spin) (eV) = 5.071
- E_LUMO (eV) = 0.04
- 2S+1 = 1
- SMILES = O=C=CCON=O
- E_HOMO (eV) = -9.7


ORCA calculation (the ωB97M-V functional and the def2-TZVPD basis) on C45H50MgN4S2 as an isolated structure.

Element x y z (Å)
S -1.050 3.840 -0.845
S -2.911 0.536 -0.642
Mg -0.183 -0.270 0.154
N -1.321 0.697 1.688
N 1.924 -1.027 -0.585
N 0.471 1.774 -0.081
N -0.506 0.043 -1.992
C -0.626 3.712 3.090
C 3.934 -3.427 2.220
C 1.398 5.249 -0.659
C -1.028 -5.251 0.248
C -3.124 4.178 2.704
C -2.260 -0.611 4.989
C -2.300 1.877 3.723
C -1.600 -0.453 3.783
C 2.776 5.255 -0.367
C 0.669 4.083 -0.538
C 2.585 -1.880 0.317
C -1.922 1.524 0.696
C -0.685 -1.578 3.333
C -1.380 1.108 -1.667
C 0.532 -3.407 0.496
C 0.219 -3.778 -3.051
C 0.755 2.277 -3.661
C -0.149 -0.136 -3.326
C -0.249 -1.433 -3.910
C 3.875 -1.545 0.736
C 0.064 3.422 -4.400
C -1.786 -2.959 0.213
C 1.263 2.854 -0.123
C -0.901 2.022 -0.438
C -2.062 3.386 3.501
C -3.031 0.400 5.548
C 2.648 -3.756 1.805
C -1.331 -2.962 3.377
C 0.266 -4.787 0.417
C 1.941 -3.013 0.855
C -2.985 1.632 4.920
C 0.617 -1.556 4.150
C -1.734 0.751 3.000
C -0.484 -2.423 0.342
C 0.354 0.906 -4.183
C 0.457 -0.611 -6.088
C 3.371 4.071 0.055
C 2.278 2.473 -3.699
C -2.064 -4.322 0.173
C 4.547 -2.305 1.681
C -2.141 -3.045 -3.564
C 0.613 0.649 -5.529
C 0.046 -1.641 -5.255
C -0.758 -2.598 -3.088
C 2.644 2.887 0.181
H 2.644 2.526 -4.734
H 5.544 -2.016 1.991
H 1.125 -0.589 4.045
H 1.305 -2.340 3.811
H -0.421 -1.399 2.302
H -0.486 4.792 2.967
H -4.109 3.708 2.793
H -0.185 -4.587 -2.433
H -1.725 1.691 -2.516
H -2.156 3.779 4.510
H 0.406 -1.711 5.216
H 3.125 1.971 0.516
H 1.278 -1.456 -1.245
H 0.663 -0.787 -7.138
H 0.356 4.383 -3.961
H -2.521 -3.847 -2.922
H -0.084 -2.638 -5.670
H 2.561 3.394 -3.175
H 2.494 -0.320 -1.020
H -0.345 3.226 2.161
H 0.072 3.355 3.856
H -0.699 -3.692 2.854
H -2.306 -2.956 2.884
H -3.089 -4.664 0.064
H 4.347 -0.663 0.308
H -3.444 2.485 5.415
H 0.987 1.460 -6.151
H -3.573 0.260 6.475
H 1.184 -3.481 -2.622
H 2.146 -4.604 2.255
H -2.848 -2.210 -3.519
H 0.410 -4.172 -4.057
H -3.199 5.197 3.104
H 0.906 6.160 -0.982
H 2.784 1.635 -3.209
H -2.619 -2.268 0.116
H 4.435 -4.021 2.975
H -1.465 -3.307 4.411
H 0.336 3.430 -5.464
H -0.881 -2.236 -2.077
H -2.104 -3.410 -4.598
H 4.430 4.066 0.293
H 1.087 -5.497 0.474
H 0.476 2.330 -2.622
H 3.356 6.167 -0.461
H -1.023 3.336 -4.324
H -1.225 -6.316 0.181
H -2.877 4.279 1.650
H -2.168 -1.561 5.509
H -2.581 2.284 1.063

Force components x, y, z for each atom (eV/Å):
-0.005 -0.221 0.184
0.397 0.345 0.101
0.539 -0.285 -0.034
-0.253 0.594 -0.043
-0.142 -0.404 0.289
-0.402 0.116 0.031
-0.285 0.453 -0.287
0.010 -0.059 -0.002
-0.123 0.051 -0.062
0.047 -0.241 0.040
-0.022 0.132 0.055
0.095 -0.084 0.014
0.035 0.004 -0.049
0.052 -0.135 -0.042
0.037 -0.025 0.064
-0.227 -0.102 -0.008
0.128 0.218 0.046
-0.068 0.159 -0.184
0.356 -0.464 -0.102
-0.003 0.071 0.256
0.180 -0.336 0.271
0.014 0.081 0.014
0.010 0.043 -0.043
0.056 -0.036 -0.167
-0.031 0.289 0.047
0.046 -0.034 -0.089
-0.016 0.035 -0.026
-0.043 0.071 0.027
0.231 -0.090 -0.153
-0.104 -0.281 -0.097
0.217 0.465 0.022
-0.069 -0.124 -0.238
0.020 0.111 -0.143
0.060 0.038 -0.046
0.016 -0.077 0.150
-0.013 0.208 0.028
-0.213 0.002 -0.095
0.107 -0.113 -0.039
0.018 0.023 -0.034
-0.219 -0.045 -0.239
0.267 -0.845 -0.035
0.035 -0.158 0.095
-0.026 0.063 0.123
-0.205 -0.166 -0.025
0.018 -0.090 -0.022
0.132 0.090 -0.045
-0.036 -0.009 -0.050
-0.063 0.003 -0.035
-0.006 -0.086 0.106
-0.030 -0.015 0.092
0.024 -0.082 -0.117
0.038 0.097 -0.047
-0.036 -0.009 0.114
-0.020 0.002 0.006
-0.084 -0.130 0.018
-0.089 0.092 0.042
-0.005 0.020 -0.063
-0.030 -0.074 0.000
0.089 0.036 -0.007
0.046 0.093 -0.037
-0.021 0.164 -0.136
-0.005 0.075 0.223
0.028 0.007 -0.079
-0.037 0.094 -0.006
0.217 -0.038 0.054
0.002 0.000 0.019
-0.023 -0.076 -0.044
0.019 0.030 -0.042
0.024 0.042 0.058
-0.050 -0.102 -0.058
0.027 0.099 -0.057
0.018 -0.046 -0.231
-0.090 0.047 -0.074
-0.109 0.106 0.126
0.115 0.004 0.089
-0.007 0.009 -0.001
-0.042 -0.075 0.041
-0.015 0.000 -0.020
-0.021 -0.042 0.047
-0.013 -0.008 0.020
-0.116 -0.041 -0.059
-0.006 -0.010 0.013
0.087 -0.085 -0.020
-0.014 0.015 0.058
0.030 -0.088 -0.032
-0.009 0.027 -0.006
-0.035 0.090 -0.026
0.015 0.017 0.007
-0.026 0.003 -0.031
-0.005 0.018 -0.081
-0.039 0.020 0.139
0.001 0.079 0.160
-0.030 0.017 0.083
0.002 -0.030 0.004
-0.019 0.009 0.010
-0.137 0.014 0.324
-0.051 -0.037 -0.001
0.050 0.007 -0.018
-0.005 0.035 -0.007
0.031 -0.111 -0.156
0.012 0.044 -0.036
-0.206 0.530 0.219

Values from the calculation:
- calculated total energy (hartree) = -2960.36240
- frontier orbital gap (Ha) = 0.216
- total charge = -2
- energy relative to the best compared isomer or geometry (same formula, charge and spin) (eV) = 0.519
- E_LUMO (eV) = 4.51
- 2S+1 = 1
- E_HOMO (eV) = -1.4


ORCA calculation (the ωB97M-V functional and the def2-TZVPD basis) on an isolated ion of composition C5H12N5O2 and charge +1 in a non-equilibrium geometry.

Element x y z (Å)
O 3.946 -2.145 -0.181
O 1.801 -2.054 -0.114
N 3.050 -0.199 0.106
N 0.684 0.395 -0.235
N 2.937 -1.563 -0.139
N 2.472 1.948 0.204
N -0.919 -1.192 0.037
C -1.450 -1.063 -1.287
C 2.072 0.763 0.067
C 0.013 -0.467 0.515
C 1.704 3.179 0.255
C -1.537 -2.191 0.813
H 0.473 0.591 -1.237
H -2.516 -1.908 1.102
H 1.720 3.506 -0.749
H -0.722 -1.417 -1.964
H 2.127 3.739 1.040
H -1.575 -0.061 -1.592
H 0.490 -0.805 1.383
H -2.388 -1.788 -1.300
H -1.617 -3.113 0.195
H 3.945 0.171 0.173
H 0.708 3.060 0.460
H -1.060 -2.457 1.700

Force components x, y, z for each atom (eV/Å):
2.093 -1.186 -0.602
0.769 0.359 -0.557
-1.836 -1.787 -0.358
1.294 1.330 -0.968
-2.110 0.915 1.419
0.128 -1.298 0.328
-0.815 0.728 0.447
-1.914 -2.183 0.038
-1.559 2.529 -0.084
1.312 -0.526 -2.036
1.323 -2.004 -0.501
-1.117 -2.221 -0.751
-0.210 -0.425 1.347
-1.207 0.392 0.059
0.532 1.498 -0.869
0.873 -0.983 -0.922
0.687 1.327 0.226
-1.059 1.219 0.012
0.138 0.167 1.638
1.823 2.166 -0.508
0.086 0.529 0.453
2.162 0.311 0.072
-2.763 -0.714 0.765
1.372 -0.143 1.353

Values from the calculation:
- calculated total energy (hartree) = -621.56222
- frontier orbital gap (Ha) = 0.370
- total charge = +1
- energy relative to the best compared isomer or geometry (same formula, charge and spin) (eV) = 4.968
- E_LUMO (eV) = -3.79
- 2S+1 = 1
- SMILES = C/N=C(N[N+](=O)[O-])\[NH+]=C\N(C)C
- E_HOMO (eV) = -13.9